DFT (ωB97M-V with the def2-TZVPD basis set) results for a cluster of 6 separate species, C30H47FN6O2S in total.

Geometry (Å):
C: 1.365 0.808 5.966
C: 0.906 2.190 5.598
O: 1.777 2.674 4.588
C: 1.831 4.088 4.464
C: 0.473 4.741 4.301
O: -0.123 4.406 3.062
C: -1.318 3.676 3.122
C: -2.210 4.012 1.903
C: -3.042 2.801 1.522
F: -1.387 4.343 0.843
N: 2.665 4.451 3.328
C: 2.629 3.543 2.194
C: 3.098 4.228 0.916
C: 3.133 3.211 -0.218
S: 1.475 2.859 -0.905
H: 1.268 0.176 5.093
H: 2.410 0.828 6.244
H: 0.747 0.380 6.741
H: -0.091 2.093 5.175
H: 0.883 2.844 6.463
H: 2.294 4.517 5.354
H: -0.182 4.553 5.143
H: 0.654 5.811 4.300
H: -1.108 2.609 3.067
H: -1.897 3.915 4.011
H: -2.813 4.888 2.121
H: -4.016 3.134 1.205
H: -3.108 2.129 2.366
H: -2.541 2.335 0.687
H: 3.616 4.534 3.663
H: 3.254 2.662 2.334
H: 1.633 3.187 2.007
H: 2.340 4.959 0.673
H: 4.067 4.687 1.075
H: 3.507 2.269 0.159
H: 3.756 3.524 -1.039
H: 1.031 2.006 0.024
N: -5.510 -0.069 5.394
C: -4.318 0.572 5.589
C: -3.456 0.152 4.612
C: -4.158 -0.773 3.794
C: -5.424 -0.888 4.302
H: -6.327 0.044 5.967
H: -4.187 1.266 6.401
H: -2.434 0.474 4.493
H: -3.782 -1.297 2.931
H: -6.265 -1.478 3.981
N: 4.871 0.760 -2.308
C: 6.072 1.293 -1.928
C: 6.963 1.089 -2.948
C: 6.269 0.409 -3.985
C: 4.981 0.222 -3.559
H: 4.034 0.766 -1.752
H: 6.190 1.769 -0.969
H: 7.996 1.395 -2.952
H: 6.669 0.094 -4.934
H: 4.136 -0.244 -4.038
N: -2.429 -2.014 0.438
C: -2.434 -3.375 0.301
C: -3.095 -3.677 -0.858
C: -3.501 -2.446 -1.444
C: -3.075 -1.439 -0.621
H: -2.013 -1.511 1.200
H: -1.968 -4.008 1.037
H: -3.266 -4.668 -1.244
H: -4.046 -2.315 -2.365
H: -3.174 -0.370 -0.699
N: -1.856 -2.785 -4.548
C: -0.943 -3.424 -5.339
C: -0.294 -2.476 -6.086
C: -0.839 -1.214 -5.727
C: -1.797 -1.439 -4.775
H: -2.474 -3.233 -3.895
H: -0.831 -4.494 -5.297
H: 0.486 -2.664 -6.805
H: -0.556 -0.252 -6.120
H: -2.437 -0.759 -4.240
N: -0.178 -6.620 -7.005
C: -0.923 -7.562 -6.350
C: -0.227 -8.741 -6.380
C: 0.986 -8.500 -7.079
C: 0.987 -7.182 -7.451
H: -0.447 -5.662 -7.142
H: -1.879 -7.314 -5.922
H: -0.551 -9.673 -5.948
H: 1.767 -9.211 -7.284
H: 1.712 -6.599 -7.991

* spin multiplicity: 1
* Kohn-Sham gap: 8.40 eV
* SMILES: CCO[C@H](COC[C@H](C)F)NCCCS.c1cc[nH]c1.c1cc[nH]c1.c1cc[nH]c1.c1cc[nH]c1.c1cc[nH]c1

=====

DFT (ωB97M-V with the def2-TZVPD basis set) results for an isolated molecule of C3H6NOP at a distorted geometry.

Geometry (Å):
C: -0.703 -1.658 -0.299
C: 0.070 1.551 -0.562
C: -0.505 0.871 0.629
N: 0.889 0.717 0.387
O: 0.516 -1.532 -0.716
P: 1.723 -0.680 0.065
H: -1.068 -1.280 0.679
H: -0.302 1.125 -1.459
H: 0.298 2.537 -0.616
H: -1.151 1.291 1.491
H: -1.531 -1.763 -1.027
H: 1.762 -1.178 1.428

* spin multiplicity: 1
* Kohn-Sham gap (spin up / spin down): 7.87 / 8.68 eV

=====

DFT (ωB97M-V with the def2-TZVPD basis set) results for a structure of composition C48H47N8O2S2SeTl at a distorted geometry.

Geometry (Å):
Tl: -0.662 0.220 -0.913
C: -2.681 -4.629 1.757
O: -2.434 -4.796 0.347
C: -2.369 -3.538 -0.156
N: -2.629 -2.565 0.598
C: -2.890 -3.095 1.947
C: -2.037 -2.565 3.138
C: -2.211 -3.585 4.253
C: -1.618 -3.634 5.446
C: -0.643 -2.692 6.000
C: -0.298 -1.540 5.435
C: -0.766 -1.071 4.090
C: -1.896 -3.485 -1.566
C: -1.976 -4.650 -2.328
C: -1.421 -4.668 -3.592
C: -0.791 -3.523 -4.049
C: -0.794 -2.399 -3.234
N: -1.346 -2.361 -2.024
C: -0.251 -1.132 -3.783
N: -0.250 0.034 -3.253
C: 0.009 1.014 -4.362
C: 0.558 0.111 -5.466
O: 0.163 -1.220 -5.043
C: 0.802 2.255 -4.033
C: 2.148 2.413 -4.333
C: 2.787 3.619 -4.071
C: 2.086 4.674 -3.508
C: 0.739 4.522 -3.199
C: 0.105 3.322 -3.468
H: -1.800 -4.993 2.284
H: -3.539 -5.235 2.034
H: -3.933 -2.864 2.189
H: -2.994 -4.316 4.084
H: -1.927 -4.433 6.111
H: -0.214 -2.951 6.960
H: 0.416 -0.900 5.943
H: -0.331 -0.099 3.865
H: -2.465 -5.520 -1.915
H: -1.470 -5.555 -4.208
H: -0.314 -3.492 -5.018
H: -0.981 1.377 -4.655
H: 1.639 0.133 -5.559
H: 0.105 0.299 -6.433
H: 2.727 1.612 -4.774
H: 3.834 3.733 -4.319
H: 2.582 5.621 -3.331
H: 0.179 5.347 -2.777
H: -0.955 3.214 -3.253
C: 0.148 2.634 2.157
C: -0.857 3.178 1.199
N: -1.201 2.627 0.068
C: -2.262 3.282 -0.515
C: -2.702 4.370 0.165
S: -1.771 4.584 1.577
C: -2.880 2.718 -1.715
C: -3.724 3.378 -2.546
S: -4.337 2.310 -3.721
C: -3.400 1.032 -3.075
N: -2.679 1.384 -2.037
C: -3.497 -0.333 -3.671
H: 0.654 1.782 1.709
H: -0.355 2.298 3.065
H: 0.877 3.391 2.443
H: -3.530 5.022 -0.069
H: -4.015 4.416 -2.518
H: -4.454 -0.457 -4.175
H: -3.410 -1.088 -2.892
H: -2.714 -0.498 -4.412
C: 2.166 -2.972 -0.860
N: 0.947 -2.799 -0.078
C: 0.495 -4.096 0.411
C: 1.136 -1.872 1.029
C: -0.168 -1.426 1.655
C: -0.548 -2.127 2.950
C: -2.298 -1.151 3.794
C: -2.767 -0.116 2.827
C: -2.184 0.161 1.661
C: -0.959 -0.474 1.176
H: 2.990 -3.399 -0.262
H: 2.489 -2.022 -1.276
H: 1.968 -3.663 -1.682
H: 1.255 -4.579 1.046
H: 0.282 -4.761 -0.427
H: -0.415 -3.983 1.002
H: 1.674 -1.004 0.661
H: 1.739 -2.341 1.827
H: 0.175 -2.911 3.175
H: -2.936 -1.186 4.673
H: -3.695 0.395 3.064
H: -2.682 0.859 1.001
C: 2.888 4.236 -0.093
N: 3.311 3.059 0.657
C: 3.103 1.796 0.246
Se: 2.178 1.309 -1.293
N: 3.732 0.986 1.120
C: 4.348 1.730 2.124
C: 5.077 1.362 3.246
C: 5.518 2.386 4.064
C: 5.237 3.727 3.772
C: 4.514 4.089 2.650
C: 4.078 3.059 1.827
H: 1.826 4.170 -0.320
H: 3.436 4.299 -1.030
H: 3.088 5.122 0.504
H: 3.817 -0.006 0.979
H: 5.296 0.325 3.468
H: 6.095 2.147 4.947
H: 5.598 4.499 4.438
H: 4.308 5.128 2.429

* spin multiplicity: 1
* Kohn-Sham gap: 6.78 eV
* charge: +2